1.
DFT (the ωB97M-V functional and the def2-TZVPD basis) results for C4H7NO2 in the gas phase at a distorted geometry.

Its HOMO-LUMO gap (spin up / spin down) is 9.0 / 7.3 eV. For the HOMO energy (spin up / spin down), the calculation gives -9.8 / -8.9 eV. As for the net charge: 0.

```
14
Properties=species:S:1:pos:R:3:forces:R:3:mulliken_charge:R:1
C -0.93211 -1.20712 0.22559 -0.052 0.021 0.064 -1.13
C -0.31412 0.10684 -0.10397 -0.270 0.131 -0.442 0.51
N -0.77317 1.26713 0.11563 0.438 -0.452 -0.408 -0.47
O -2.04445 1.23848 0.66506 -0.275 0.178 0.247 -0.38
C 1.06244 0.08125 -0.98889 -0.981 0.941 0.821 0.40
C 1.90627 0.42385 0.17176 0.845 0.121 0.485 -0.75
O 1.36959 -1.14609 -1.28141 0.143 -0.676 -0.550 -0.55
H -1.42419 -1.15520 1.20041 0.075 -0.036 -0.136 0.36
H -1.68981 -1.46025 -0.52447 0.076 0.049 0.079 0.29
H -0.15860 -1.97553 0.19662 -0.156 0.071 0.077 0.35
H -2.26186 2.17635 0.75136 0.035 -0.201 0.010 0.37
H 0.92840 0.85362 -1.77012 0.200 -0.253 0.069 0.35
H 2.77277 -0.21622 0.32573 -0.096 0.152 -0.032 0.30
H 1.55884 1.01289 1.01670 0.018 -0.046 -0.285 0.36
```
Forces are in eV/Å.

---

2.
DFT (the ωB97M-V functional and the def2-TZVPD basis) results for a molecular structure, C34H22Cl5I2N5OSn.

Its HOMO-LUMO gap is 6.6 eV. For the HOMO energy, the calculation gives -7.0 eV. As for the net charge: 0.

```
70
Properties=species:S:1:pos:R:3:forces:R:3:mulliken_charge:R:1
Sn -0.99569 -0.49004 -0.06377 0.084 -0.328 -0.115 1.70
C -2.32922 3.41363 -1.90961 -0.062 -0.048 -0.086 -0.98
C -1.36022 3.83458 -2.79610 -0.006 0.042 -0.056 -0.61
C -0.31683 2.98006 -3.11111 -0.033 0.082 -0.064 -1.12
C -0.27328 1.70996 -2.55416 -0.036 0.069 0.077 0.81
N -1.20047 1.32454 -1.66325 0.170 0.148 0.121 0.82
C -2.19168 2.15789 -1.34643 -0.025 -0.099 -0.091 -0.06
C 0.80475 0.74370 -2.92920 -0.015 -0.004 0.044 0.61
C 1.77439 1.06860 -3.87443 0.062 0.051 -0.005 -1.28
C 2.75196 0.13737 -4.16766 0.020 -0.013 0.001 -0.97
C 2.73896 -1.08490 -3.52112 -0.010 -0.010 -0.080 -0.91
C 1.72760 -1.34092 -2.60184 -0.020 -0.044 0.064 0.24
N 0.78793 -0.43876 -2.32477 -0.031 0.014 0.070 0.80
C 1.63826 -2.66130 -1.90657 -0.074 0.037 0.010 0.59
C 2.76808 -3.45046 -1.70792 0.056 0.045 0.064 -0.91
C 2.62461 -4.67789 -1.08617 0.034 -0.030 0.005 -0.52
C 1.36321 -5.08352 -0.68421 -0.003 -0.024 0.025 -0.71
C 0.29921 -4.22455 -0.91085 -0.004 0.120 -0.036 -0.17
N 0.42719 -3.04108 -1.50286 -0.022 -0.067 -0.092 0.03
H -3.16312 4.04215 -1.63202 0.017 -0.005 0.022 0.45
H -1.40629 4.82119 -3.23914 0.009 -0.010 0.001 0.42
H 0.45395 3.31359 -3.78839 -0.049 -0.012 -0.020 0.39
H -2.89549 1.79659 -0.60774 0.036 0.040 -0.012 0.19
H 1.77642 2.02188 -4.37987 0.005 -0.033 -0.004 0.41
H 3.51266 0.35951 -4.90491 -0.008 -0.002 0.011 0.44
H 3.47414 -1.83931 -3.76133 0.000 -0.001 0.019 0.46
H 3.74793 -3.10294 -2.00449 -0.007 0.006 -0.015 0.38
H 3.48811 -5.30783 -0.91565 -0.002 0.004 -0.001 0.43
H 1.20516 -6.03951 -0.20366 -0.007 0.011 -0.002 0.41
H -0.70703 -4.49426 -0.60617 0.015 -0.001 0.000 0.43
I 0.58947 3.20357 6.81751 -0.004 -0.001 -0.002 0.03
C 0.02888 2.52002 4.92613 0.028 0.016 0.054 -0.57
C -0.06176 3.40564 3.86711 0.009 -0.052 0.004 -0.48
C -0.44569 2.92348 2.63077 -0.062 -0.074 -0.171 0.05
I -0.50645 4.26065 1.02962 0.025 0.003 0.059 -0.02
C -0.77831 1.57016 2.37819 0.226 0.139 0.404 -0.45
O -1.23812 1.21135 1.21705 -0.151 -0.102 -0.342 -0.30
C -0.58479 0.68477 3.47040 -0.093 -0.108 0.009 1.06
C -0.72938 -0.81055 3.31665 0.216 0.136 -0.087 -1.65
N 0.34512 -1.37957 2.48426 -0.156 -0.205 0.316 0.02
C 1.69293 -1.10694 2.94058 -0.049 0.252 -0.057 -1.45
C 2.37951 -0.02717 2.12042 0.055 -0.024 0.080 0.75
C 3.64368 0.41738 2.50922 -0.043 0.015 -0.027 -0.93
C 4.25091 1.42599 1.78863 -0.011 0.039 -0.042 -0.49
C 3.57729 1.96919 0.70050 0.009 -0.024 0.013 -1.01
C 2.33300 1.45512 0.38440 -0.003 -0.009 -0.001 -0.13
N 1.74290 0.47112 1.06694 0.149 0.090 -0.049 0.63
C -0.22079 1.17550 4.71778 0.078 -0.027 -0.028 -0.32
H 0.16388 4.45454 3.99825 0.000 -0.002 -0.011 0.41
H -1.67777 -1.06195 2.84080 -0.093 -0.019 -0.044 0.25
H -0.73340 -1.25076 4.32228 -0.052 -0.003 0.004 0.50
H 0.20835 -2.37720 2.39632 -0.085 0.021 -0.051 0.26
H 2.29922 -2.01485 2.90267 -0.011 -0.029 -0.085 0.58
H 1.70462 -0.77581 3.98711 0.046 -0.045 0.017 0.31
H 4.12846 -0.02194 3.37380 -0.026 0.027 -0.016 0.49
H 5.22832 1.79472 2.07418 -0.014 -0.001 -0.007 0.40
H 4.00261 2.77424 0.11621 -0.012 -0.011 0.012 0.49
H 1.76580 1.85913 -0.45064 0.034 -0.012 0.038 0.22
H -0.11778 0.47826 5.54111 0.003 0.002 -0.013 0.42
Cl -4.08371 -0.09287 1.79137 0.045 -0.018 -0.002 -0.18
C -4.34754 -0.69142 0.17180 -0.022 -0.083 -0.146 1.39
C -3.27996 -0.74679 -0.71524 -0.151 0.147 0.204 -2.08
C -3.57565 -1.22812 -1.98148 0.007 0.057 0.002 0.98
Cl -2.29828 -1.30325 -3.17582 0.031 -0.054 0.114 -0.20
C -4.84751 -1.64453 -2.36725 0.015 -0.003 -0.061 -0.46
Cl -5.14682 -2.24562 -3.95621 -0.015 0.016 0.015 -0.20
C -5.88977 -1.57106 -1.44740 -0.002 0.006 0.002 0.77
Cl -7.47584 -2.06762 -1.89465 -0.001 -0.012 0.003 -0.20
C -5.64133 -1.08838 -0.16505 -0.002 0.011 0.053 -0.48
Cl -6.92949 -0.99639 0.97710 -0.012 0.002 -0.014 -0.20
```
Forces are in eV/Å.

---

3.
DFT (the ωB97M-V functional and the def2-TZVPD basis) results for 2 unconnected molecules or ions with the total composition C20H19BCl4N2O2 at a distorted geometry.

Its HOMO-LUMO gap is 5.4 eV. For the HOMO energy, the calculation gives -7.6 eV. As for the net charge: 0.

```
48
Properties=species:S:1:pos:R:3:forces:R:3:mulliken_charge:R:1
Cl 0.01422 0.40958 5.23785 0.682 0.133 -0.136 -0.29
B 1.83107 0.24520 4.82550 -0.467 -1.004 1.296 0.79
Cl 2.95359 0.97111 6.10895 -0.403 -0.040 -0.589 -0.30
Cl 2.24317 -1.61769 4.67119 0.071 0.594 -0.020 -0.39
O 2.04887 0.93775 3.54103 0.855 -0.397 -2.300 -0.48
C 2.66204 0.47236 2.49844 0.669 1.421 2.036 -0.63
C 3.09861 1.42101 1.48775 -0.245 0.406 -0.568 0.70
C 4.34972 1.24251 0.85482 -0.498 -0.159 -0.148 -0.36
C 4.80698 2.16021 -0.08641 -0.290 0.263 0.002 -0.72
C 4.00766 3.26635 -0.41954 -0.443 -0.649 0.894 0.41
Cl 4.54370 4.40287 -1.58343 0.079 0.039 -0.130 -0.18
C 2.76985 3.46739 0.21714 0.110 -0.218 0.084 -0.75
C 2.33079 2.56589 1.18082 0.239 -0.225 -0.087 -0.15
H 3.17994 -0.49133 2.55802 -0.491 -0.027 0.095 0.63
H 4.95186 0.37191 1.11041 -0.067 0.174 -0.117 0.39
H 5.76348 2.03993 -0.58898 -0.167 -0.061 0.202 0.41
H 2.15491 4.32390 -0.04766 0.191 -0.137 0.053 0.40
H 1.38324 2.70939 1.69875 0.213 0.046 -0.200 0.36
H 1.09415 -0.55095 1.88449 -1.801 -0.677 -0.362 -0.28
C -0.10262 -0.78432 1.86367 1.065 0.094 0.577 0.88
H -0.33419 -0.96697 2.92683 0.399 0.122 -0.187 0.42
C -0.82527 0.42710 1.41839 -0.528 0.390 -0.836 -1.12
C -1.59502 0.45574 0.30375 0.875 0.756 1.105 -0.59
N -1.74043 -0.63170 -0.52351 -0.060 -0.501 -0.156 0.29
C -2.42328 -0.51363 -1.76766 0.010 -0.037 -0.305 1.08
C -2.48803 0.73132 -2.41295 -0.047 -0.237 -0.138 -0.53
C -3.07544 0.83052 -3.67034 -0.043 -0.366 0.276 -0.97
C -3.59820 -0.29900 -4.30486 0.121 -0.048 0.143 0.98
C -4.17043 -0.18280 -5.68064 -0.205 0.061 -0.471 -1.40
C -3.55656 -1.53167 -3.64732 0.163 0.400 0.175 -1.00
C -2.98782 -1.64133 -2.38154 0.017 0.281 0.018 -0.57
C -1.20200 -1.83620 -0.10474 0.218 0.202 0.084 0.09
C -0.48826 -1.96890 1.04256 -0.074 -0.071 -0.563 -0.70
C -0.14066 -3.36235 1.45608 -0.300 -0.646 -1.025 0.27
N 0.57719 -3.51238 2.59793 0.227 0.191 0.145 -0.16
O -0.51152 -4.32416 0.76677 0.467 0.729 0.862 -0.72
H -0.72680 1.31884 2.03232 -0.277 -0.109 -0.099 0.59
H -2.12265 1.35870 0.00769 0.071 -0.297 0.186 0.40
H -2.06291 1.62099 -1.95501 -0.025 -0.229 -0.155 0.34
H -3.12336 1.79539 -4.17365 0.046 -0.176 0.125 0.35
H -4.69790 -1.09485 -5.96892 0.027 0.095 0.017 0.34
H -4.87278 0.65374 -5.75417 0.045 -0.114 0.037 0.35
H -3.39176 -0.00252 -6.43203 -0.056 -0.057 0.152 0.29
H -3.97288 -2.41314 -4.13285 0.063 0.174 0.141 0.29
H -2.99406 -2.60023 -1.87011 -0.027 0.188 -0.156 0.41
H -1.38314 -2.66100 -0.79014 0.156 0.000 0.621 0.52
H 0.99027 -2.75711 3.15339 -0.455 -0.393 -0.495 0.10
H 0.83266 -4.45548 2.85192 -0.109 0.116 -0.084 0.22
```
Forces are in eV/Å.

---

4.
DFT (the ωB97M-V functional and the def2-TZVPD basis) results for 5 unconnected molecules or ions with the total composition C12H24FO12 at a distorted geometry.

Its HOMO-LUMO gap is 7.2 eV. For the HOMO energy, the calculation gives -4.4 eV. As for the net charge: -1.

```
49
Properties=species:S:1:pos:R:3:forces:R:3:mulliken_charge:R:1
F -0.05776 -0.26264 -1.22970 -0.118 -0.003 -0.047 -0.90
C 3.56906 -1.98552 -2.17430 0.568 1.189 1.487 -0.63
O 3.32377 -3.37939 -2.11579 0.096 -0.088 -1.494 -0.37
C 2.86274 -3.88748 -0.99887 -0.110 -0.470 -0.656 0.89
O 2.77467 -3.34020 0.03961 -0.061 0.879 2.065 -0.52
O 2.51191 -5.15013 -1.23707 0.242 -0.992 -0.410 -0.34
C 2.26331 -5.98442 -0.10793 -0.865 0.552 0.258 -0.52
H 2.96314 -1.42326 -1.45355 -0.365 -0.304 -0.336 0.31
H 3.40343 -1.59923 -3.16981 -0.122 -0.333 -0.218 0.24
H 4.59992 -1.76631 -1.84621 -0.133 -0.314 -0.388 0.26
H 1.30779 -5.70398 0.35320 0.182 0.018 -0.025 0.16
H 3.02725 -5.89242 0.66314 0.166 -0.052 -0.199 0.29
H 2.15814 -6.99390 -0.49206 0.265 -0.040 -0.026 0.23
C -1.62403 2.76813 -1.77528 0.864 -1.148 0.272 -0.55
O -1.27574 3.53722 -2.93396 0.301 0.089 0.745 -0.29
C -2.23947 3.81590 -3.76866 0.713 -0.323 0.566 0.84
O -3.37395 3.47231 -3.68663 -1.791 -0.382 0.027 -0.58
O -1.71607 4.53029 -4.73846 -0.006 0.855 -1.255 -0.33
C -2.56824 4.73318 -5.87108 0.680 0.091 -0.271 -0.63
H -0.84245 2.00106 -1.70441 -0.036 0.037 0.205 0.32
H -2.55688 2.22448 -1.87464 -0.208 0.317 -0.216 0.36
H -1.61805 3.38191 -0.87728 -0.085 0.235 -0.122 0.09
H -3.60193 4.47212 -5.67681 0.009 -0.015 0.171 0.34
H -2.15350 4.11230 -6.66647 -0.228 0.034 -0.121 0.23
H -2.46650 5.77893 -6.15004 -0.109 0.041 -0.035 0.21
C -1.37447 0.76796 1.12018 0.077 -0.909 -0.431 -0.25
O -0.94505 1.99119 1.75053 -2.030 -0.298 -0.343 -0.33
C 0.30501 2.10785 2.07040 0.214 0.917 0.297 0.87
O 1.16022 1.29494 2.04325 1.090 -1.098 0.145 -0.52
O 0.55848 3.36231 2.50214 0.306 0.743 0.129 -0.39
C -0.42739 4.38067 2.29106 0.625 -0.263 -0.305 -0.50
H -1.46052 0.92124 0.05071 0.226 -0.053 -0.033 0.01
H -2.30944 0.37097 1.51775 -0.080 0.744 0.425 0.28
H -0.65135 -0.01922 1.28093 0.292 0.231 -0.198 0.06
H -1.29844 4.16722 2.90171 -0.206 0.269 -0.089 0.24
H -0.66292 4.45702 1.22855 -0.330 -0.198 0.082 0.14
H 0.06174 5.31885 2.54394 -0.074 -0.043 0.390 0.28
C 0.59698 -1.58445 5.32743 -0.455 0.125 0.285 -0.69
O 0.63069 -2.44961 4.21169 0.749 -0.616 -0.092 -0.37
C -0.23825 -2.24328 3.22410 0.092 0.172 0.042 0.93
O -1.09377 -1.40881 3.25680 -0.775 0.516 -0.058 -0.58
O -0.00176 -3.10937 2.26316 0.123 -0.461 -0.137 -0.32
C -0.69940 -2.93608 1.01875 0.213 0.341 -0.786 -0.80
H -0.41514 -1.22191 5.50557 -0.009 -0.068 0.020 0.31
H 1.24267 -0.71692 5.20103 0.133 -0.075 -0.222 0.27
H 0.93478 -2.19183 6.16312 0.050 0.118 0.105 0.25
H -1.71148 -2.56110 1.14724 0.023 0.011 0.257 0.40
H -0.72658 -3.90101 0.51520 0.018 -0.139 0.311 0.25
H -0.14517 -2.25559 0.35779 -0.122 0.162 0.226 0.36
```
Forces are in eV/Å.

---

Question: What is the formula in the third record?
Answer: C20H19BCl4N2O2

---

Question: Which of these has the lowest net charge?
Answer: C12H24FO12

---

Question: Which formula does entry 1 have?
Answer: C4H7NO2

---

Question: The lowest net charge belongs to which entry?
Answer: C12H24FO12